(1)
Here is 6 unconnected molecules or ions with the total composition C15H15F6O15 from OMol25. Energies are from ωB97M-V/def2-TZVPD.

Its energy relative to the best compared isomer or geometry (same formula, charge and spin) is 0.0 kcal/mol. The strongest force on any atom comes out at 8.92 eV/Å. As for the HOMO energy: -8.11 eV. The HOMO-LUMO gap is 0.3839 Ha. Its total charge is -1.

Geometry (Å):
F (64.6420, 67.8820, 52.2330)
C (67.6350, 66.8750, 52.1520)
C (67.0300, 65.9950, 51.1360)
O (67.3830, 64.7020, 51.6790)
C (68.3780, 64.8060, 52.6250)
O (68.9610, 63.8660, 53.1320)
O (68.6550, 66.1110, 52.7690)
F (67.7060, 66.0870, 49.9360)
H (66.8750, 67.2670, 52.8060)
H (68.0240, 67.8740, 51.6610)
H (65.9850, 66.1280, 50.8010)
C (64.3480, 65.2550, 54.1990)
C (62.9020, 65.2490, 53.5860)
O (62.0540, 65.1500, 54.7150)
C (62.7910, 65.1140, 55.7570)
O (62.2950, 65.3220, 56.8810)
O (64.0420, 65.0900, 55.5560)
F (62.6870, 64.1350, 52.8320)
H (64.9170, 66.2670, 54.2690)
H (65.0860, 64.5180, 54.1040)
H (62.7420, 66.0420, 52.9090)
C (62.8600, 66.1720, 50.1450)
C (62.0070, 67.6370, 50.1090)
O (60.7150, 67.2520, 50.3060)
C (60.6400, 65.9680, 50.6270)
O (59.5720, 65.4570, 50.9420)
O (61.7920, 65.3670, 50.3940)
F (62.1280, 68.2550, 48.9050)
H (63.6820, 66.3280, 50.9010)
H (63.3500, 66.0210, 49.3460)
H (62.3910, 68.2710, 50.9280)
C (63.4850, 68.9850, 55.2460)
C (63.1890, 70.0900, 54.0530)
O (63.4630, 71.2280, 54.8230)
C (63.5580, 71.0920, 56.0760)
O (63.7090, 71.9280, 56.9250)
O (63.6240, 69.7900, 56.4250)
F (61.8730, 70.2150, 53.6790)
H (64.2440, 68.4550, 54.8310)
H (62.5700, 68.3420, 55.1840)
H (63.7100, 70.0390, 53.1200)
C (65.5540, 68.6380, 49.1770)
C (66.2620, 69.8700, 49.8810)
O (65.5170, 70.9770, 49.2410)
C (64.6160, 70.5430, 48.4170)
O (63.8480, 71.2500, 47.8670)
O (64.5620, 69.2070, 48.3890)
F (67.6380, 69.8420, 49.6730)
H (65.0160, 68.0570, 49.6820)
H (66.1660, 68.3020, 48.4890)
H (66.0170, 69.8900, 50.9610)

Force components x, y, z for each atom (eV/Å):
0.0 -0.1 -0.1
0.3 3.7 -1.1
0.6 -1.5 -0.7
-0.9 -0.2 0.0
0.8 -1.2 -0.5
-1.5 2.2 -0.9
0.2 0.1 0.8
0.4 0.1 -0.3
-0.4 -0.4 0.8
-0.2 -2.2 0.8
0.3 -0.4 1.3
0.2 3.3 1.2
1.6 -1.7 -0.4
-0.8 0.5 -4.1
-2.8 2.2 7.6
1.1 -1.3 -2.3
2.0 -0.9 1.3
0.1 -0.6 0.0
-1.3 -1.4 -1.4
0.6 -1.4 -1.8
-0.6 1.5 0.0
-2.8 6.1 5.9
3.3 -1.1 0.1
-0.4 1.1 0.3
-3.6 -1.3 -0.1
2.9 0.6 -0.4
-0.2 -3.2 0.9
-0.3 0.0 0.2
-1.3 -0.6 0.3
2.7 -1.6 -6.6
-0.3 0.1 -0.5
-4.5 2.3 -2.2
-0.6 -0.8 2.9
-0.1 2.4 -4.2
1.3 -0.6 4.4
-0.5 0.2 -0.9
-0.2 -2.0 -1.2
-0.1 -0.5 0.3
3.1 -1.5 -0.1
0.6 0.5 0.9
1.0 -0.2 -0.1
2.1 7.2 -1.2
-2.0 -1.0 0.0
4.0 -0.2 2.5
-1.9 -1.1 -0.6
-0.6 0.7 -1.0
-1.2 1.5 -1.5
-1.7 0.6 -0.1
-3.0 -5.3 5.3
3.7 -2.7 -2.6
0.6 0.2 -0.6

For reference, the Mulliken charges in units of e are:
1 F -0.843
2 C 0.148
3 C 1.525
4 O -0.416
5 C 0.633
6 O -0.566
7 O -0.362
8 F -0.332
9 H -0.036
10 H 0.179
11 H -0.737
12 C -0.014
13 C 1.058
14 O -0.371
15 C 0.616
16 O -0.659
17 O -0.359
18 F -0.318
19 H -0.127
20 H 0.368
21 H -0.262
22 C -0.138
23 C 0.721
24 O -0.338
25 C 0.634
26 O -0.592
27 O -0.408
28 F -0.327
29 H -0.460
30 H 0.740
31 H 0.072
32 C 0.536
33 C 0.820
34 O -0.354
35 C 0.593
36 O -0.584
37 O -0.371
38 F -0.326
39 H -0.288
40 H 0.092
41 H -0.180
42 C 0.278
43 C 0.621
44 O -0.367
45 C 0.617
46 O -0.550
47 O -0.427
48 F -0.310
49 H -0.689
50 H 0.722
51 H 0.139

=====

(2)
Here is a gas-phase ion, C34H32N3O6S (charge -1) from OMol25. Energies are from ωB97M-V/def2-TZVPD.

The SMILES is Cc1ccc(S(=O)(=O)n2cc(N([O-])OC3C=CC(=C(/N=C/C(=O)OC(C)(C)C)c4ccccc4)C=C3)c3ccccc32)cc1. Its energy relative to the best compared isomer or geometry (same formula, charge and spin) is 27.5 kcal/mol. The strongest force on any atom comes out at 3.41 eV/Å. As for the HOMO energy: -2.13 eV. The HOMO-LUMO gap is 0.1380 Ha. Its total charge is -1.

Geometry (Å):
C (-2.0290, -6.2231, -5.5083)
C (-1.5160, -4.9464, -4.9160)
C (-0.6361, -4.1690, -5.6701)
C (-0.1956, -2.9358, -5.2073)
C (-0.5938, -2.4878, -3.9434)
S (-0.0016, -0.9005, -3.3807)
O (1.0792, -0.4990, -4.2381)
O (-1.0832, -0.0287, -3.0177)
N (0.7075, -1.2330, -1.8375)
C (0.1884, -0.7466, -0.6607)
C (0.6637, -1.5690, 0.3688)
N (0.0254, -1.9153, 1.5129)
O (0.5248, -2.5199, 2.4594)
O (-1.3069, -1.6519, 1.5386)
C (-1.6912, -1.6617, 2.9649)
C (-3.0227, -0.9773, 2.9215)
C (-3.0032, 0.3724, 2.7584)
C (-1.7534, 1.0702, 2.7975)
C (-1.5894, 2.2890, 2.0208)
N (-0.6487, 2.3467, 1.0810)
C (0.3681, 1.5996, 0.8028)
C (1.5262, 2.3912, 0.2909)
O (1.5785, 2.9870, -0.7684)
O (2.4817, 2.4221, 1.2674)
C (3.4514, 3.5384, 1.3170)
C (2.7710, 4.8802, 1.5002)
C (4.3007, 3.6234, 0.0692)
C (4.3570, 3.2109, 2.4951)
C (-2.4432, 3.4601, 2.1961)
C (-3.4893, 3.5103, 3.1532)
C (-4.2127, 4.6835, 3.3328)
C (-3.8985, 5.8220, 2.5713)
C (-2.8532, 5.7850, 1.6350)
C (-2.1391, 4.5989, 1.4399)
C (-0.6404, 0.4540, 3.4273)
C (-0.6685, -0.8930, 3.6719)
C (1.6166, -2.5089, -0.1817)
C (1.9849, -3.7308, 0.3831)
C (2.2685, -4.7806, -0.4891)
C (2.2686, -4.5852, -1.8810)
C (1.9610, -3.3423, -2.4365)
C (1.5634, -2.3270, -1.5790)
C (-1.4615, -3.2639, -3.1678)
C (-1.8903, -4.5021, -3.6423)
H (-2.8025, -6.6727, -4.8838)
H (-2.4490, -6.0454, -6.5040)
H (-1.2147, -6.9438, -5.6281)
H (-0.3013, -4.5350, -6.6405)
H (0.4916, -2.3371, -5.8004)
H (-0.6484, -0.0597, -0.6273)
H (-1.7210, -2.7314, 3.1895)
H (-3.9121, -1.6015, 2.8780)
H (-3.9028, 0.9381, 2.5018)
H (0.5218, 0.5678, 1.1711)
H (2.2710, 4.9641, 2.4724)
H (3.5373, 5.6614, 1.4500)
H (2.0500, 5.0521, 0.6935)
H (4.7759, 2.6594, -0.1541)
H (3.6921, 3.9497, -0.7826)
H (5.0963, 4.3695, 0.2340)
H (4.7739, 2.2018, 2.3913)
H (5.1903, 3.9217, 2.5446)
H (3.8114, 3.2705, 3.4435)
H (-3.7006, 2.6238, 3.7465)
H (-5.0113, 4.7075, 4.0807)
H (-4.4784, 6.7389, 2.7218)
H (-2.5816, 6.6716, 1.0642)
H (-1.3196, 4.5440, 0.7129)
H (0.1935, 1.0591, 3.8004)
H (0.0389, -1.3852, 4.3295)
H (1.9929, -3.8330, 1.4655)
H (2.4797, -5.7639, -0.0773)
H (2.4918, -5.4319, -2.5263)
H (2.0265, -3.1620, -3.5040)
H (-1.7767, -2.9114, -2.1866)
H (-2.5336, -5.1328, -3.0276)

Force components x, y, z for each atom (eV/Å):
0.0 -0.3 0.0
0.2 0.3 0.2
-0.1 0.3 0.1
0.2 0.0 0.3
-0.4 -0.1 -0.4
0.9 0.0 2.3
-0.6 -0.3 -0.1
0.2 -0.4 -0.8
0.8 -0.2 -2.8
-1.3 0.5 1.3
-0.8 -0.8 0.8
1.1 2.1 -2.5
1.8 -2.7 1.1
-0.5 0.7 -0.3
-1.2 -0.4 -0.6
-0.1 0.0 0.3
-0.4 -0.3 0.3
-0.2 1.6 -1.1
-0.5 -2.8 0.3
0.6 2.4 0.1
0.3 -1.7 0.7
0.0 0.3 -1.0
0.1 -0.3 1.2
0.2 0.8 -0.2
0.3 -0.3 -0.1
-0.5 0.1 0.2
0.3 0.0 -0.7
-0.1 -0.2 0.4
-0.5 0.3 -0.2
0.5 0.2 -0.4
0.2 0.1 -0.3
0.0 0.0 0.0
-0.2 -0.5 0.4
-0.3 0.6 0.0
0.5 -1.8 0.6
0.2 2.2 1.3
-0.8 -0.3 -0.2
0.6 -0.2 -0.4
0.1 0.2 0.0
0.1 0.2 0.3
0.5 -0.3 -0.3
-0.5 0.0 0.5
0.3 0.1 0.1
0.0 0.1 -0.3
0.1 0.0 0.0
0.0 0.0 0.1
-0.1 0.0 0.0
-0.1 0.1 0.1
-0.1 -0.1 0.2
0.2 -0.5 -0.3
-0.2 0.3 0.6
0.0 0.3 0.0
0.2 -0.3 0.1
0.2 1.0 0.4
0.0 -0.1 -0.2
-0.1 -0.1 0.0
0.1 0.0 0.2
-0.2 0.2 0.0
0.3 -0.2 0.2
-0.2 -0.3 0.0
-0.1 0.2 0.0
-0.2 -0.1 -0.1
0.0 -0.1 -0.1
0.1 0.3 0.0
0.2 0.1 -0.3
0.3 -0.3 -0.1
-0.2 -0.1 0.1
-0.4 0.0 0.4
-0.3 -0.1 -0.2
-0.1 0.2 -0.2
-0.1 -0.1 -0.3
0.0 0.1 -0.1
0.1 0.2 0.0
-0.2 -0.2 0.1
0.1 0.0 -0.1
0.1 0.3 -0.1

For reference, the Mulliken charges in units of e are:
1 C -1.458
2 C 1.059
3 C -0.633
4 C -0.316
5 C -0.108
6 S 1.470
7 O -0.703
8 O -0.705
9 N -0.082
10 C -1.342
11 C 0.803
12 N 0.920
13 O -0.841
14 O -0.154
15 C -0.279
16 C -1.417
17 C -0.496
18 C 0.712
19 C 0.523
20 N -0.399
21 C 0.187
22 C 0.046
23 O -0.632
24 O -0.315
25 C 1.656
26 C -1.580
27 C -1.648
28 C -1.791
29 C 0.857
30 C -0.261
31 C -0.891
32 C -0.333
33 C -0.629
34 C -0.512
35 C -0.713
36 C -0.629
37 C 0.114
38 C -0.757
39 C -0.593
40 C -0.596
41 C -0.642
42 C -0.012
43 C -0.212
44 C -1.088
45 H 0.346
46 H 0.356
47 H 0.312
48 H 0.353
49 H 0.451
50 H 1.021
51 H 0.507
52 H 0.367
53 H 0.454
54 H 0.305
55 H 0.363
56 H 0.428
57 H 0.365
58 H 0.354
59 H 0.365
60 H 0.473
61 H 0.392
62 H 0.397
63 H 0.387
64 H 0.477
65 H 0.348
66 H 0.335
67 H 0.372
68 H 0.418
69 H 0.410
70 H 0.464
71 H 0.427
72 H 0.356
73 H 0.394
74 H 0.612
75 H 0.504
76 H 0.308

=====

(3)
Here is C24H25ClN2O4S in the gas phase from OMol25. Energies are from ωB97M-V/def2-TZVPD.

Its energy relative to the best compared isomer or geometry (same formula, charge and spin) is 45.4 kcal/mol. The strongest force on any atom comes out at 1.75 eV/Å. As for the HOMO energy: -7.62 eV. The HOMO-LUMO gap is 0.2951 Ha.

Geometry (Å):
C (7.4724, 2.3196, 1.1891)
H (8.0342, 3.1118, 0.6963)
O (6.2308, 2.2677, 0.5325)
C (5.3061, 1.3596, 0.9633)
C (4.0939, 1.3851, 0.2847)
C (3.0523, 0.5155, 0.6068)
C (3.2616, -0.3802, 1.6632)
C (4.4640, -0.3950, 2.3394)
C (5.5008, 0.4576, 2.0029)
H (6.4290, 0.4114, 2.5482)
H (4.6045, -1.0992, 3.1469)
H (2.4979, -1.0796, 1.9625)
N (1.8420, 0.6171, -0.0676)
C (0.6957, -0.1543, 0.3533)
H (0.6796, -0.2443, 1.4388)
C (0.6763, -1.5386, -0.3208)
N (0.6705, -1.3579, -1.7525)
C (-0.3270, -1.6024, -2.6395)
O (-0.1893, -1.3451, -3.8288)
C (-1.6069, -2.1841, -2.2047)
C (-2.6596, -2.4651, -3.0418)
C (-3.7203, -2.9077, -2.2299)
C (-3.2545, -2.8781, -0.9442)
O (-1.9739, -2.4385, -0.9213)
C (-3.9414, -3.1112, 0.3295)
H (-4.7034, -3.8807, 0.2340)
H (-3.2619, -3.3358, 1.1467)
S (-4.8936, -1.5391, 0.8252)
O (-5.4335, -0.9980, -0.4113)
C (-3.3622, -0.5256, 1.2456)
C (-3.7032, 0.9043, 1.0426)
C (-4.4123, 1.6016, 2.0164)
C (-4.7973, 2.9139, 1.8224)
C (-4.4850, 3.5557, 0.6355)
C (-3.7863, 2.8825, -0.3494)
C (-3.4036, 1.5665, -0.1464)
Cl (-2.5321, 0.7619, -1.4120)
H (-3.5412, 3.3706, -1.2798)
H (-4.7872, 4.5786, 0.4725)
H (-5.3461, 3.4337, 2.5927)
H (-4.6633, 1.0959, 2.9376)
H (-3.1506, -0.7559, 2.2876)
H (-2.5432, -0.8366, 0.6042)
H (-4.7015, -3.1972, -2.5432)
H (-2.6512, -2.3470, -4.1052)
C (1.8182, -0.5951, -2.2020)
C (1.8296, 0.7766, -1.5077)
H (2.6971, 1.3406, -1.8408)
H (0.9239, 1.3259, -1.7850)
H (1.7439, -0.4821, -3.2841)
H (2.7337, -1.1418, -1.9492)
H (-0.1814, -2.1178, 0.0059)
H (1.5909, -2.0833, -0.0545)
H (-0.1994, 0.3970, 0.0433)
H (3.9861, 2.1262, -0.4902)
H (8.0198, 1.3760, 1.0925)
H (7.3574, 2.5650, 2.2501)

Force components x, y, z for each atom (eV/Å):
0.2 0.0 0.1
0.0 -0.1 0.1
-0.4 -0.1 -0.1
-0.1 0.0 -0.1
0.2 0.0 -0.1
0.3 0.1 0.2
-0.2 -0.2 0.0
0.0 0.1 0.0
0.3 0.1 0.1
0.1 0.0 0.0
0.0 0.0 0.1
-0.1 -0.1 0.0
-0.2 0.2 0.1
0.0 -0.4 0.1
0.0 0.0 0.0
-0.2 0.1 0.6
0.1 0.0 0.0
0.5 0.0 0.0
-0.3 0.0 -0.1
-0.9 -0.3 -0.9
0.8 0.2 0.4
0.2 0.0 0.7
-0.5 -0.2 -0.6
0.1 0.0 0.2
-0.2 0.7 0.2
0.0 0.0 0.0
0.0 -0.1 0.1
1.3 -0.7 1.0
-0.7 0.5 -1.1
-0.4 -0.5 -0.1
0.0 0.1 -0.1
0.1 0.0 -0.1
-0.1 0.0 0.1
0.0 0.0 0.0
0.0 0.0 0.0
-0.1 0.1 0.1
-0.1 0.0 -0.1
0.0 0.0 -0.1
0.0 0.1 0.0
0.0 0.0 0.1
0.0 -0.1 0.1
0.1 0.0 0.1
0.0 -0.1 0.1
-0.2 -0.1 0.0
0.1 0.1 -0.2
0.1 0.4 -0.3
0.1 -0.2 -0.3
-0.1 0.0 0.0
0.1 0.0 -0.1
0.1 0.0 0.1
0.0 0.0 0.0
0.2 0.0 0.0
-0.1 0.0 0.0
0.0 -0.1 0.1
0.0 0.1 -0.1
0.0 0.0 0.0
0.0 0.0 0.0

For reference, the Mulliken charges in units of e are:
1 C -0.872
2 H 0.243
3 O -0.402
4 C 0.425
5 C -0.409
6 C 1.120
7 C -0.687
8 C -1.098
9 C -0.455
10 H 0.409
11 H 0.360
12 H 0.271
13 N 0.105
14 C -1.151
15 H 0.529
16 C -0.634
17 N 0.123
18 C 0.340
19 O -0.734
20 C 0.473
21 C -0.631
22 C -0.632
23 C 0.519
24 O -0.154
25 C -1.180
26 H 0.495
27 H 0.371
28 S 0.411
29 O -0.504
30 C 0.843
31 C -0.434
32 C -0.507
33 C -0.706
34 C -0.392
35 C -0.635
36 C 1.080
37 Cl -0.136
38 H 0.467
39 H 0.376
40 H 0.388
41 H 0.397
42 H 0.632
43 H -1.278
44 H 0.533
45 H 0.600
46 C -1.038
47 C -0.749
48 H 0.347
49 H 0.331
50 H 0.512
51 H 0.316
52 H 0.401
53 H 0.409
54 H 0.393
55 H 0.494
56 H 0.345
57 H 0.355